# 1
The following is a DFT calculation (wB97M-V/def2-TZVPD) of C53H71I2N11O3 as an isolated structure at a distorted geometry.

Values from the calculation:
* ΔE to the lowest compared entry with this formula, charge and spin: 0.488 eV
* HOMO level: -0.30409 hartree
* gap between HOMO and LUMO: 7.496 eV

Structure (XYZ):
```
140
C53H71I2N11O3, DFT wB97M-V/def2-TZVPD
C 1.65 0.58 1.16
C 0.53 -0.24 0.50
C 0.13 -1.48 1.27
C -0.27 -1.21 2.73
C -1.27 -2.24 3.23
O -2.62 -1.76 2.98
C -3.32 -2.51 2.16
O -2.90 -3.12 1.26
O -4.65 -2.52 2.48
C -5.43 -1.61 1.74
I -5.85 -2.35 -0.25
C -4.89 -0.17 1.77
C -6.08 0.83 1.77
I -3.61 0.42 0.14
H 1.55 1.61 0.82
H 2.61 0.25 0.78
H 1.62 0.58 2.23
H 0.88 -0.56 -0.47
H -0.34 0.39 0.35
H 0.90 -2.24 1.28
H -0.74 -1.90 0.78
H -0.71 -0.21 2.75
H 0.57 -1.18 3.41
H -1.17 -2.29 4.30
H -1.09 -3.21 2.80
H -6.39 -1.59 2.21
H -4.34 0.00 2.67
H -5.75 1.71 2.30
H -6.90 0.41 2.35
H -6.37 1.04 0.76
N -1.37 1.54 4.87
C -1.86 2.00 6.06
C -1.26 3.21 6.31
C -0.39 3.49 5.22
C -0.48 2.44 4.35
H -1.63 0.67 4.44
H -2.58 1.43 6.63
H -1.43 3.82 7.18
H 0.23 4.36 5.10
H 0.00 2.26 3.41
N 4.12 0.28 -3.03
C 5.28 0.96 -3.31
C 6.23 0.58 -2.40
C 5.62 -0.38 -1.54
C 4.32 -0.54 -1.96
H 3.26 0.38 -3.54
H 5.33 1.66 -4.13
H 7.24 0.93 -2.35
H 6.08 -0.89 -0.71
H 3.53 -1.16 -1.58
N -1.25 4.82 0.58
C -1.49 4.89 1.92
C -1.46 6.21 2.28
C -1.19 6.97 1.10
C -1.07 6.08 0.07
H -1.21 3.97 0.04
H -1.66 4.00 2.51
H -1.60 6.60 3.28
H -1.10 8.04 1.02
H -0.88 6.23 -0.98
N 2.73 -3.83 -1.87
C 3.81 -4.40 -1.25
C 3.35 -5.24 -0.28
C 1.93 -5.19 -0.32
C 1.58 -4.31 -1.31
H 2.78 -3.17 -2.62
H 4.82 -4.15 -1.55
H 3.95 -5.83 0.39
H 1.24 -5.73 0.31
H 0.62 -3.99 -1.67
N -2.81 -4.59 -1.62
C -2.64 -5.88 -2.05
C -2.83 -5.90 -3.40
C -3.12 -4.58 -3.82
C -3.10 -3.79 -2.70
H -2.73 -4.27 -0.67
H -2.40 -6.66 -1.35
H -2.77 -6.78 -4.03
H -3.33 -4.24 -4.82
H -3.26 -2.73 -2.56
N 8.68 3.62 -2.81
C 9.25 4.78 -3.27
C 9.90 5.37 -2.23
C 9.72 4.54 -1.09
C 8.97 3.47 -1.48
H 8.13 2.99 -3.36
H 9.13 5.08 -4.30
H 10.45 6.30 -2.28
H 10.11 4.71 -0.10
H 8.61 2.62 -0.93
N -8.50 -5.23 -0.76
C -8.96 -6.16 0.13
C -10.30 -6.34 -0.08
C -10.66 -5.48 -1.16
C -9.54 -4.82 -1.55
H -7.56 -4.91 -0.82
H -8.29 -6.62 0.85
H -10.94 -7.01 0.46
H -11.65 -5.37 -1.59
H -9.38 -4.08 -2.33
N -2.96 -0.69 -5.11
C -2.00 -0.17 -5.94
C -2.24 -0.65 -7.20
C -3.39 -1.48 -7.13
C -3.81 -1.48 -5.83
H -3.03 -0.51 -4.13
H -1.24 0.48 -5.56
H -1.66 -0.42 -8.08
H -3.85 -2.01 -7.95
H -4.64 -1.98 -5.35
N 7.64 -2.74 -2.70
C 8.22 -2.23 -3.83
C 9.27 -3.03 -4.16
C 9.33 -4.07 -3.20
C 8.31 -3.86 -2.31
H 6.85 -2.34 -2.23
H 7.82 -1.34 -4.29
H 9.93 -2.89 -5.01
H 10.05 -4.88 -3.16
H 8.01 -4.41 -1.43
N -2.25 8.24 -3.14
C -2.73 8.71 -1.95
C -2.14 9.91 -1.70
C -1.26 10.19 -2.79
C -1.36 9.14 -3.66
H -2.52 7.37 -3.57
H -3.45 8.14 -1.38
H -2.30 10.53 -0.83
H -0.64 11.06 -2.91
H -0.87 8.95 -4.60
N 0.26 -0.12 8.31
C 0.23 -1.39 8.82
C 0.56 -1.33 10.14
C 0.79 0.04 10.45
C 0.59 0.76 9.31
H 0.06 0.13 7.36
H -0.02 -2.23 8.19
H 0.63 -2.17 10.82
H 1.07 0.45 11.41
H 0.66 1.81 9.11
```

# 2
The following is a DFT calculation (wB97M-V/def2-TZVPD) of a 10-piece molecular cluster, C53H84FN4O29SSi overall at a distorted geometry.

Values from the calculation:
* net charge: +1
* HOMO level: -0.41070 hartree
* gap between HOMO and LUMO: 8.064 eV

Structure (XYZ):
```
173
C53H84FN4O29SSi, DFT wB97M-V/def2-TZVPD
C 3.05 0.63 3.57
C 1.77 1.22 2.92
C 1.82 1.03 1.39
C 2.52 2.18 0.62
C 1.63 2.94 -0.40
C 1.35 2.24 -1.76
C 2.39 1.17 -2.17
N 2.20 -0.14 -1.50
C 2.90 -1.18 -2.37
C 3.39 -2.41 -1.57
C 3.07 -3.77 -2.27
C 3.02 -4.94 -1.24
C 1.59 -5.38 -0.91
C 0.80 -5.90 -2.15
C -0.36 -4.95 -2.60
C -1.74 -5.63 -2.57
Si -3.18 -4.40 -2.53
C -2.74 -2.81 -3.50
C -4.74 -5.06 -3.38
C -3.51 -3.82 -0.76
C -4.61 -3.02 -0.47
C -4.84 -2.56 0.79
C -3.99 -2.87 1.83
C -2.91 -3.69 1.59
C -2.68 -4.16 0.29
C 0.85 -0.48 -1.54
N 0.42 -1.40 -0.74
N -0.94 -1.76 -0.73
N 0.00 0.20 -2.41
C -0.05 1.61 -1.97
F -0.67 2.27 -3.03
C -1.04 1.68 -0.80
S -2.72 1.38 -1.45
O -3.46 0.71 -0.42
O -3.33 2.62 -1.82
H 3.23 1.08 4.55
H 3.92 0.76 2.91
H 2.95 -0.45 3.71
H 0.95 0.59 3.29
H 1.59 2.26 3.22
H 0.81 0.80 1.04
H 2.42 0.13 1.20
H 3.48 1.88 0.19
H 2.77 2.93 1.36
H 2.19 3.85 -0.64
H 0.75 3.27 0.15
H 1.47 3.00 -2.54
H 3.40 1.51 -1.93
H 2.35 1.04 -3.26
H 3.74 -0.73 -2.91
H 2.19 -1.56 -3.12
H 4.48 -2.37 -1.48
H 2.98 -2.46 -0.55
H 2.12 -3.72 -2.82
H 3.84 -4.03 -2.99
H 3.65 -5.77 -1.57
H 3.50 -4.57 -0.32
H 1.66 -6.21 -0.20
H 1.09 -4.56 -0.39
H 1.50 -5.97 -2.99
H 0.39 -6.87 -1.90
H -0.38 -4.13 -1.87
H -0.11 -4.51 -3.57
H -1.87 -6.24 -3.47
H -1.80 -6.23 -1.65
H -1.81 -2.91 -4.07
H -3.53 -2.59 -4.23
H -2.70 -1.95 -2.82
H -4.47 -5.25 -4.43
H -5.17 -5.93 -2.89
H -5.45 -4.22 -3.41
H -5.31 -2.72 -1.25
H -5.71 -1.93 0.96
H -4.15 -2.48 2.83
H -2.22 -3.96 2.38
H -1.82 -4.79 0.08
H 1.06 -1.88 -0.12
H -1.00 -2.68 -0.29
H -1.48 -1.15 -0.10
H 0.30 0.13 -3.38
H -0.91 0.90 -0.05
H -1.13 2.66 -0.34
H -2.62 0.52 -2.51
C 6.97 -2.27 -5.30
C 6.62 -1.04 -6.10
O 5.31 -1.34 -6.59
C 4.77 -2.26 -5.75
O 3.63 -2.60 -5.78
O 5.69 -2.74 -4.88
H 7.61 -2.06 -4.45
H 7.45 -3.04 -5.91
H 6.57 -0.14 -5.48
H 7.31 -0.86 -6.93
C -5.20 2.81 -4.76
C -5.77 1.64 -3.99
O -6.86 1.22 -4.81
C -6.59 1.62 -6.09
O -7.21 1.29 -7.04
O -5.53 2.46 -6.11
H -4.13 2.91 -4.64
H -5.68 3.75 -4.51
H -5.06 0.82 -3.89
H -6.12 1.93 -3.00
C -0.96 6.03 4.26
C -0.69 4.92 5.24
O 0.06 3.98 4.44
C 0.63 4.67 3.44
O 1.45 4.22 2.69
O 0.16 5.94 3.37
H -1.00 7.01 4.74
H -1.88 5.88 3.69
H -0.08 5.23 6.08
H -1.60 4.46 5.62
C 1.40 6.34 9.38
C 0.60 7.36 10.15
O -0.52 7.58 9.29
C -0.66 6.48 8.51
O -1.59 6.27 7.80
O 0.40 5.65 8.64
H 1.94 5.66 10.03
H 2.10 6.80 8.69
H 0.24 6.99 11.11
H 1.14 8.29 10.32
C 3.41 8.35 5.89
C 4.01 7.78 4.63
O 5.00 6.87 5.14
C 4.63 6.52 6.40
O 5.14 5.66 7.03
O 3.60 7.29 6.83
H 2.36 8.60 5.79
H 3.95 9.23 6.25
H 3.29 7.22 4.04
H 4.47 8.54 4.00
C -2.75 -8.59 -6.27
C -1.71 -9.54 -6.82
O -0.49 -8.95 -6.37
C -0.77 -8.19 -5.28
O 0.05 -7.69 -4.58
O -2.11 -8.06 -5.11
H -3.68 -9.09 -6.01
H -2.97 -7.77 -6.96
H -1.79 -10.54 -6.39
H -1.73 -9.62 -7.90
C -8.99 3.39 -3.07
C -9.18 3.17 -1.59
O -8.42 4.24 -1.02
C -8.33 5.23 -1.95
O -7.91 6.32 -1.73
O -8.79 4.80 -3.15
H -9.85 3.08 -3.65
H -8.10 2.88 -3.46
H -10.22 3.27 -1.28
H -8.80 2.21 -1.25
C -3.45 -7.79 3.07
C -2.89 -8.58 1.91
O -2.01 -7.64 1.29
C -1.65 -6.73 2.23
O -0.79 -5.91 2.08
O -2.39 -6.87 3.35
H -3.67 -8.40 3.94
H -4.34 -7.22 2.80
H -2.31 -9.45 2.24
H -3.66 -8.91 1.22
C 8.57 6.41 5.56
C 9.05 5.70 4.32
O 9.87 6.68 3.69
C 10.29 7.55 4.65
O 11.12 8.38 4.49
O 9.64 7.32 5.82
H 8.42 5.74 6.40
H 7.66 6.98 5.39
H 9.66 4.82 4.55
H 8.24 5.40 3.66
```

# 3
The following is a DFT calculation (wB97M-V/def2-TZVPD) of a 13-piece molecular cluster, C53H88F24N2O19 overall at a distorted geometry.

Values from the calculation:
* HOMO level: -0.31273 hartree
* gap between HOMO and LUMO: 8.786 eV

Structure (XYZ):
```
186
C53H88F24N2O19, DFT wB97M-V/def2-TZVPD
C -6.34 -1.77 6.24
C -5.27 -2.70 5.68
N -4.45 -2.09 4.62
C -3.67 -0.97 5.11
C -3.10 -0.15 3.98
C -3.57 -3.12 4.03
C -4.34 -3.97 3.03
H -7.15 -1.57 5.53
H -5.99 -0.85 6.70
H -6.85 -2.29 7.07
H -4.61 -3.01 6.52
H -5.78 -3.58 5.29
H -4.39 -0.33 5.62
H -2.89 -1.24 5.84
H -2.38 -0.71 3.37
H -3.92 0.16 3.32
H -2.55 0.72 4.32
H -3.16 -3.78 4.82
H -2.69 -2.65 3.60
H -5.13 -4.54 3.54
H -3.76 -4.74 2.52
H -4.85 -3.34 2.31
C -1.45 1.80 1.10
C -0.86 0.50 0.58
N -0.06 0.67 -0.63
C -0.80 1.07 -1.83
C 0.15 1.90 -2.72
C 0.70 -0.54 -0.94
C 1.78 -0.89 0.06
H -2.08 2.17 0.29
H -0.70 2.55 1.37
H -2.08 1.65 1.97
H -0.16 0.05 1.30
H -1.64 -0.25 0.35
H -1.26 0.23 -2.36
H -1.61 1.76 -1.57
H 0.54 2.69 -2.07
H 0.97 1.29 -3.08
H -0.39 2.32 -3.57
H 1.14 -0.49 -1.93
H 0.00 -1.40 -1.00
H 1.38 -1.02 1.06
H 2.61 -0.18 0.09
H 2.28 -1.82 -0.25
C 5.48 -4.25 0.42
C 5.48 -3.50 -0.88
O 6.56 -2.56 -1.03
C 6.55 -1.48 -0.33
O 5.81 -1.24 0.50
C 7.69 -0.50 -0.67
F 8.47 -0.35 0.36
F 8.42 -0.90 -1.66
F 7.20 0.67 -0.95
H 5.05 -3.63 1.20
H 6.49 -4.46 0.76
H 4.92 -5.16 0.23
H 4.56 -2.94 -1.04
H 5.54 -4.15 -1.74
C -4.55 0.36 -5.23
C -4.28 1.07 -3.92
O -3.43 2.19 -4.15
C -3.80 3.34 -3.73
O -4.70 3.56 -3.03
C -2.78 4.44 -4.12
F -2.04 4.74 -3.02
F -1.98 4.02 -5.11
F -3.41 5.55 -4.54
H -5.28 0.95 -5.80
H -5.09 -0.56 -4.99
H -3.65 0.18 -5.80
H -3.72 0.40 -3.26
H -5.20 1.32 -3.41
C 3.08 -1.29 3.14
C 2.71 -2.37 4.10
O 2.31 -1.85 5.41
C 1.21 -1.21 5.48
O 0.44 -1.11 4.64
C 0.98 -0.61 6.86
F 1.30 0.69 6.86
F -0.27 -0.74 7.21
F 1.75 -1.22 7.76
H 3.92 -0.70 3.52
H 2.24 -0.62 2.94
H 3.43 -1.72 2.20
H 3.55 -3.03 4.30
H 1.90 -3.01 3.76
C 0.74 3.03 4.45
C 1.42 4.38 4.28
O 0.52 5.42 4.57
C 0.90 6.61 4.24
O 1.97 6.89 3.91
C -0.18 7.68 4.38
F -1.40 7.15 4.50
F 0.06 8.39 5.50
F -0.16 8.52 3.30
H 0.03 2.81 3.65
H 0.19 2.96 5.40
H 1.48 2.24 4.49
H 1.79 4.47 3.25
H 2.33 4.39 4.89
C -0.90 -3.49 0.30
C -0.47 -4.91 -0.11
O 0.05 -5.58 1.04
C 1.28 -5.45 1.37
O 2.05 -4.70 0.95
C 1.65 -6.37 2.53
F 0.60 -6.84 3.15
F 2.35 -7.41 2.07
F 2.38 -5.71 3.41
H -1.32 -2.96 -0.55
H -0.08 -2.96 0.78
H -1.75 -3.53 1.01
H 0.26 -4.82 -0.91
H -1.36 -5.38 -0.52
C 2.76 2.26 1.25
C 2.78 3.26 0.13
O 1.77 4.25 0.36
C 1.49 5.04 -0.63
O 1.98 4.99 -1.67
C 0.42 6.10 -0.31
F -0.37 6.24 -1.36
F -0.34 5.73 0.78
F 1.02 7.28 -0.04
H 2.94 2.72 2.23
H 3.53 1.51 1.09
H 1.81 1.72 1.32
H 2.55 2.67 -0.77
H 3.76 3.68 -0.09
C 8.10 -3.93 -3.90
C 7.05 -3.66 -4.96
O 5.86 -3.18 -4.37
C 5.79 -1.88 -4.24
O 6.58 -1.12 -4.64
C 4.46 -1.41 -3.59
F 3.71 -2.47 -3.17
F 4.72 -0.61 -2.54
F 3.71 -0.75 -4.54
H 9.04 -4.28 -4.35
H 7.77 -4.68 -3.18
H 8.35 -3.02 -3.35
H 6.83 -4.56 -5.53
H 7.48 -2.99 -5.70
C -4.87 0.27 0.04
C -4.54 -1.08 0.58
O -4.68 -2.17 -0.37
C -3.92 -2.26 -1.41
O -3.05 -1.50 -1.71
C -4.24 -3.44 -2.34
F -5.45 -3.85 -2.19
F -3.98 -3.12 -3.59
F -3.43 -4.49 -2.02
H -4.59 1.05 0.76
H -5.96 0.41 -0.06
H -4.47 0.47 -0.95
H -5.10 -1.40 1.45
H -3.50 -1.09 0.92
C -4.33 4.18 -0.15
C -4.04 4.32 1.33
O -4.28 3.38 2.07
C -3.43 5.59 1.87
H -4.78 5.09 -0.55
H -5.02 3.35 -0.23
H -3.44 4.01 -0.75
H -3.82 6.41 1.26
H -2.35 5.59 1.73
H -3.70 5.76 2.91
C 0.81 2.26 -6.82
C 1.87 3.25 -6.41
O 2.98 3.16 -6.80
C 1.42 4.36 -5.48
H 1.18 1.25 -6.96
H 0.30 2.59 -7.73
H 0.01 2.18 -6.06
H 0.50 4.79 -5.91
H 2.19 5.12 -5.42
H 1.26 3.95 -4.48
C -0.37 -1.58 -4.54
C -0.68 -3.02 -4.28
O -0.67 -3.52 -3.17
C -0.86 -3.90 -5.50
H -1.29 -1.00 -4.71
H 0.30 -1.48 -5.39
H 0.10 -1.11 -3.67
H 0.11 -4.01 -6.00
H -1.54 -3.45 -6.22
H -1.15 -4.89 -5.17
```